No. 1
Molecular formula: H6N2
Method: DFT, the ωB97M-V functional and the def2-TZVPD basis

Its relative energy (zero: lowest compared OMol25 entry of this formula, charge and spin) is 11.3 kJ/mol. The SMILES is N.N. The calculation puts the HOMO energy at -10.200 eV. The net charge is 0. The gap between HOMO and LUMO is 11.452 eV. The calculation puts the lowest unoccupied orbital energy at 1.25 eV.

Structure (XYZ):
```
8
Properties=species:S:1:pos:R:3:forces:R:3
N 3.43046 -0.45488 -0.03072 0.149 0.304 -0.350
H 3.65046 0.47593 0.33780 -0.100 -0.454 -0.211
H 2.72222 -0.32668 -0.76050 0.373 -0.046 0.347
H 4.27712 -0.79953 -0.49442 -0.421 0.195 0.213
N -3.26419 4.25986 -2.83332 -0.090 -0.360 0.315
H -3.41824 3.36375 -3.30648 0.071 0.433 0.262
H -4.10194 4.44936 -2.27396 0.421 -0.120 -0.264
H -2.49143 4.12003 -2.17460 -0.402 0.048 -0.313
```
Forces are in eV/Å.


No. 2
Molecular formula: C30H29HfN8O2Si
Method: DFT, the ωB97M-V functional and the def2-TZVPD basis

Its relative energy (zero: lowest compared OMol25 entry of this formula, charge and spin) is 6.6 kJ/mol. The calculation puts the HOMO energy at -16.724 eV. The net charge is +3. The gap between HOMO and LUMO is 6.824 eV. The calculation puts the lowest unoccupied orbital energy at -9.90 eV.

Structure (XYZ):
```
71
Properties=species:S:1:pos:R:3:forces:R:3
Hf 0.46338 0.19776 -0.13427 -0.320 0.142 0.453
N -1.70998 2.37160 3.24241 1.049 -0.436 0.611
C -1.42332 1.70184 2.14520 0.031 0.385 0.167
N -0.19468 1.28466 1.80912 -0.795 -0.067 0.407
C 0.83135 1.57718 2.71023 0.448 0.423 -0.189
N 2.07043 1.32378 2.40155 -0.463 0.238 0.415
N 2.19262 0.81693 1.13841 0.385 -0.225 0.242
C 3.39927 0.69179 0.72406 0.575 0.246 -0.133
C 3.57876 0.11256 -0.60388 1.058 0.372 0.456
C 4.82198 -0.09827 -1.19219 0.072 0.051 -0.187
C 4.83999 -0.78290 -2.42157 -0.477 0.158 0.168
C 3.64941 -1.15386 -3.03263 -0.109 0.684 1.203
C 2.46320 -0.80076 -2.38797 0.284 -0.301 -0.702
N 2.41398 -0.20544 -1.19466 -0.227 -0.401 -0.701
C 0.54318 2.24654 3.95817 0.066 -0.109 1.087
C 1.53053 2.47678 4.94300 1.385 -1.037 -1.210
C 1.23822 3.10575 6.11662 -1.368 -0.082 -0.489
C -0.10013 3.48972 6.36834 0.509 -0.087 0.288
C -1.10736 3.23291 5.46810 0.028 -0.305 -0.729
C -0.76429 2.61567 4.27164 0.275 -0.070 -1.070
H -2.64523 2.66120 3.42455 -0.834 0.137 -0.120
H -2.29653 1.55784 1.51300 0.439 -0.236 -0.303
H 4.23747 1.02998 1.34532 -0.277 -0.199 -0.199
H 5.76690 0.28361 -0.75149 -0.890 -0.457 -0.129
H 5.75265 -1.02268 -2.92645 0.538 0.036 -0.011
H 3.64177 -1.66830 -3.96772 -0.097 -0.195 -0.429
H 1.52180 -0.99546 -2.86632 -0.228 -0.163 -0.091
H 2.55761 2.07238 4.73432 -1.120 0.683 0.287
H 2.01295 3.23939 6.82509 0.439 0.297 0.709
H -0.34118 3.95964 7.30425 -0.067 0.153 0.222
H -2.14965 3.46119 5.61804 -0.079 0.278 0.404
O -1.86132 -5.93874 -2.75734 -0.025 -0.364 0.151
N -2.49069 -5.84277 -1.72389 -0.050 0.931 0.355
O -3.47396 -6.42692 -1.38103 -0.422 -0.807 0.027
C -2.03285 -4.76032 -0.81069 0.251 -0.500 0.139
C -1.79647 -4.97686 0.50628 0.467 0.738 -0.787
C -1.10199 -3.91458 1.21632 -0.018 -0.603 0.589
C -0.78872 -4.02609 2.59050 0.049 1.468 -0.340
C -0.13538 -2.94283 3.17319 0.117 -1.062 0.660
C 0.21640 -1.81844 2.44616 0.106 -0.216 -0.418
N -0.06956 -1.68155 1.14108 0.028 -0.712 0.842
C -0.68156 -2.75798 0.56031 -0.532 0.953 -0.890
C -1.04230 -2.54630 -0.82581 0.246 -0.149 0.149
N -0.66898 -1.36196 -1.39242 -0.441 -0.178 -0.737
C -1.08648 -1.14831 -2.65974 0.326 0.166 0.488
C -1.88060 -2.02756 -3.36529 0.104 -1.094 1.386
C -2.24949 -3.24040 -2.78937 -0.158 1.008 -0.390
C -1.76520 -3.52867 -1.50342 0.158 0.158 0.320
H -2.01579 -5.90994 1.01982 -0.049 0.117 -0.251
H -1.12347 -4.86893 3.17079 0.133 -0.237 0.098
H 0.17551 -2.98665 4.21874 -0.239 0.026 -0.285
H 0.79842 -1.06166 2.95172 -0.115 0.338 -0.146
H -0.80729 -0.22215 -3.15171 0.065 -0.097 0.330
H -2.20481 -1.73609 -4.31610 -0.511 0.218 -1.274
H -2.98339 -3.86495 -3.29290 0.397 -0.130 0.034
C 0.41226 1.74919 -4.09894 -0.180 1.099 -0.136
Si -0.89377 2.34388 -2.87616 0.020 1.102 0.064
C -0.61662 4.19241 -2.87119 -0.232 0.707 0.656
C -2.69559 1.96806 -3.33157 0.570 -0.604 -0.267
C -0.63536 1.79432 -1.02276 -0.902 0.120 -0.248
H 0.05490 2.10429 -5.08635 0.182 -0.204 0.359
H 0.56281 0.69602 -4.18198 0.398 -0.735 -0.209
H 1.37004 2.29126 -3.91714 -0.589 -0.534 -0.013
H -0.69346 4.66454 -3.84918 -0.216 -0.228 -0.256
H 0.39125 4.48219 -2.53750 -0.182 -0.288 0.141
H -1.33824 4.73764 -2.22043 0.403 -0.393 -0.336
H -2.99259 2.65130 -4.11667 -0.025 0.225 -0.293
H -3.37878 2.13609 -2.51259 -0.115 0.157 0.431
H -2.91783 0.96032 -3.71103 0.191 0.165 0.076
H -1.63497 1.30491 -0.85406 0.208 0.031 0.053
H -0.71917 2.73119 -0.41988 0.352 -0.503 -0.502
```
Forces are in eV/Å.


No. 3
Molecular formula: C2H3Cl2O3P
Method: DFT, the ωB97M-V functional and the def2-TZVPD basis

The SMILES is CC(=O)OP(=O)(Cl)Cl. The calculation puts the HOMO energy at -10.702 eV. The net charge is 0. The gap between HOMO and LUMO is 10.796 eV. The calculation puts the lowest unoccupied orbital energy at 0.09 eV.

Structure (XYZ):
```
11
Properties=species:S:1:pos:R:3:forces:R:3
C 0.19903 -1.30186 -1.51589 -0.644 -3.429 3.171
C -0.19881 -0.45413 -0.37949 -1.350 0.707 -0.225
O -1.35675 -0.26315 -0.06756 -0.274 -0.444 0.134
O 0.74166 0.23086 0.20539 0.050 2.181 2.818
P -0.02366 1.23330 1.64652 2.173 -4.566 -0.238
O -0.39334 0.32401 2.75869 0.382 1.700 -1.563
Cl 1.64973 2.27938 1.86430 0.149 0.126 0.285
Cl -1.24071 2.50986 0.93375 -1.218 1.091 -0.612
H -0.71937 -1.56029 -1.95415 -1.450 -1.324 -0.125
H 0.53493 -0.78477 -2.28778 2.857 2.578 -3.014
H 0.80729 -2.21323 -1.20378 -0.675 1.379 -0.632
```
Forces are in eV/Å.


No. 4
Molecular formula: C27H51ClF2N3O2
Method: DFT, the ωB97M-V functional and the def2-TZVPD basis

The SMILES is CCCCCCCCCCCCCCCCCC[C@@H]1N[C@H](CCCCl)C[NH2+][C@@H]1N(C(=O)F)C(=O)F. The calculation puts the HOMO energy at -12.631 eV. The net charge is +1. The gap between HOMO and LUMO is 8.939 eV. The calculation puts the lowest unoccupied orbital energy at -3.69 eV.

Structure (XYZ):
```
86
Properties=species:S:1:pos:R:3:forces:R:3
C 6.29913 1.46021 -1.09112 -0.117 -0.993 0.227
C 6.64951 1.26600 0.48400 0.116 0.443 -0.115
C 5.70254 2.20776 1.43166 0.038 -0.914 -0.510
C 4.45176 1.32180 1.98162 -0.468 0.404 -0.106
C 3.02651 1.86387 1.39752 0.875 -0.436 0.418
C 3.01677 1.81593 -0.23602 -0.442 -0.298 1.525
C 1.49660 1.82763 -0.75217 0.189 1.123 -0.673
C 1.32721 2.20404 -2.31512 -0.655 -0.053 -0.701
C -0.22959 2.10221 -2.79709 0.466 -0.303 0.908
C -1.21808 3.08447 -1.97890 -0.526 -0.749 -0.601
C -1.76969 2.44749 -0.60116 0.419 0.815 0.390
C -3.32610 2.73298 -0.29987 0.920 -0.476 0.585
C -3.49388 2.67454 1.32712 -0.669 -0.668 -1.277
C -2.96520 1.24285 1.87038 0.029 0.121 0.033
C -1.50478 1.32110 2.56390 -0.165 0.846 0.666
C -1.25128 0.21813 3.70441 -0.852 -0.045 -0.081
C -1.69639 -1.27813 3.24709 1.131 0.193 1.227
C -0.52256 -1.99108 2.40662 0.399 -0.754 0.198
C -0.71367 -1.94388 0.81494 -0.265 1.115 0.209
N -1.97354 -2.55625 0.30344 1.249 0.540 -0.984
C -2.17952 -1.97424 -1.06470 -1.492 0.882 -0.101
C -3.51678 -2.61373 -1.73464 -0.212 0.949 0.503
C -4.37653 -1.43304 -2.45208 -0.404 -0.716 -0.140
C -5.95412 -1.82445 -2.54875 0.680 1.732 0.640
Cl -6.26456 -3.28073 -3.63373 0.256 1.306 0.981
C -0.89006 -2.00643 -2.02352 -1.686 0.142 -1.527
N 0.30235 -2.74632 -1.47275 0.651 0.071 -0.946
C 0.57910 -2.51871 -0.00854 0.533 1.914 2.481
N 1.20885 -3.66507 0.70275 -0.966 -0.620 -2.323
C 2.54305 -4.01234 0.18508 3.191 -1.517 -2.481
O 2.80781 -4.56413 -0.89949 -1.650 2.488 4.696
F 3.65049 -3.61678 1.01611 -3.712 -0.776 -1.866
C 0.32456 -4.83003 0.86676 0.145 -4.405 5.619
O 0.47953 -5.52771 1.90728 -0.768 3.358 -5.514
F -0.72312 -5.22393 -0.00686 2.854 1.975 1.008
H 5.61852 0.57771 -1.42070 1.084 1.511 0.470
H 7.23554 1.38553 -1.75336 -1.446 0.388 1.026
H 5.69760 2.41623 -1.26771 1.191 -1.246 0.103
H 6.49407 0.15026 0.72116 0.241 1.770 -0.098
H 7.76115 1.49178 0.72448 -1.863 -0.259 -0.660
H 5.30478 3.09259 0.79636 0.687 -1.439 1.106
H 6.33850 2.65827 2.27131 -1.086 -0.786 -1.082
H 4.54097 0.22649 1.63018 0.065 1.652 0.491
H 4.44403 1.28405 3.14078 -0.107 0.209 -1.940
H 2.85580 2.92622 1.79991 0.123 -1.471 -0.774
H 2.21434 1.18861 1.86084 0.965 0.979 -0.891
H 3.60688 2.73597 -0.58101 -1.021 -1.464 0.148
H 3.58834 0.84952 -0.52296 -0.999 1.649 0.149
H 0.95981 0.82111 -0.55732 0.843 1.418 -0.141
H 0.93701 2.65656 -0.16458 0.857 -1.538 -0.800
H 1.64651 3.28816 -2.56296 -0.210 -1.746 0.714
H 1.96046 1.50128 -2.99132 -0.953 1.129 1.190
H -0.34095 2.23423 -3.93011 0.326 -0.018 1.673
H -0.55443 1.02718 -2.55118 0.221 1.373 -0.459
H -2.12874 3.27206 -2.67239 1.464 -0.140 1.183
H -0.70714 4.08724 -1.77280 -0.739 -1.376 -0.336
H -1.55683 1.30950 -0.52520 -0.341 1.792 -0.351
H -1.17167 2.91822 0.27690 -0.972 -0.779 -1.479
H -3.67528 3.73266 -0.73280 0.609 -1.345 0.675
H -3.92849 1.89211 -0.82326 0.688 1.373 1.013
H -2.91232 3.51598 1.84178 -0.897 -1.090 -0.886
H -4.62807 2.79425 1.52389 1.923 -0.177 0.025
H -3.77001 0.85426 2.60091 1.503 0.416 -0.961
H -2.89252 0.50201 0.98291 -0.372 1.044 1.359
H -1.45705 2.35517 3.09410 0.050 -1.683 -0.892
H -0.65254 1.34786 1.77858 -1.434 -0.261 1.182
H -0.14752 0.24367 4.06576 -1.847 -0.215 -0.742
H -1.89153 0.49083 4.63453 1.001 -0.369 -1.629
H -1.79791 -1.87516 4.23789 0.125 0.865 -1.779
H -2.72892 -1.31494 2.75464 1.556 0.217 0.554
H -0.43171 -3.07082 2.82637 -0.162 1.657 -1.146
H 0.50568 -1.50402 2.64280 -1.782 -0.643 -0.366
H -0.75793 -0.81321 0.52766 0.388 -1.522 0.474
H -2.80545 -2.25681 0.84345 0.979 -0.311 -0.139
H -2.43355 -0.84830 -0.89907 0.613 -1.595 -0.502
H -3.28083 -3.48701 -2.43701 -0.372 1.321 0.933
H -4.17823 -3.02698 -0.87887 1.208 0.567 -1.297
H -4.35333 -0.44118 -1.85589 0.103 -1.682 -0.684
H -3.92393 -1.19513 -3.48651 -0.933 -0.421 1.480
H -6.48198 -0.86561 -2.92989 0.646 -1.970 0.187
H -6.38716 -1.99096 -1.48485 0.839 -0.162 -1.908
H -1.20830 -2.57613 -2.98501 0.708 0.945 1.594
H -0.52434 -0.98164 -2.37973 -0.673 -1.367 0.899
H 1.13682 -2.37728 -1.98670 -0.756 -0.645 0.356
H 0.21704 -3.73775 -1.75729 0.084 0.282 0.697
H 1.34849 -1.64863 0.03903 -1.216 -1.534 -0.104
```
Forces are in eV/Å.


No. 5
Molecular formula: C4H7NO
Method: DFT, the ωB97M-V functional and the def2-TZVPD basis

Its relative energy (zero: lowest compared OMol25 entry of this formula, charge and spin) is 402.0 kJ/mol. The SMILES is [O-]/C=C/[NH+]1CC1. The calculation puts the HOMO energy at -7.129 eV. The net charge is 0. The gap between HOMO and LUMO is 7.493 eV. The calculation puts the lowest unoccupied orbital energy at 0.36 eV.

Structure (XYZ):
```
13
Properties=species:S:1:pos:R:3:forces:R:3
O -2.78433 -0.72410 1.46410 -0.056 0.041 -0.125
C -1.90537 -0.31770 0.70142 0.090 -0.096 0.071
C -0.59340 0.02335 1.01883 0.007 -0.688 0.178
N 0.22046 0.53725 -0.07004 -0.260 0.157 0.205
C 0.69182 -0.35852 -1.17283 -0.102 -0.031 -0.063
C 1.64779 0.18126 -0.18816 0.112 -0.001 0.154
H -2.13804 -0.20286 -0.40380 0.043 -0.019 0.288
H -0.10238 0.00836 1.97699 -0.104 -0.009 0.080
H -0.10090 1.48992 -0.19822 0.787 0.100 -1.099
H 0.70223 0.01425 -2.19342 -0.120 0.168 0.290
H 0.33723 -1.37587 -1.03178 -0.035 0.292 0.009
H 1.98268 -0.45941 0.62057 -0.076 0.108 -0.109
H 2.33518 0.96252 -0.50079 -0.285 -0.022 0.121
```
Forces are in eV/Å.


No. 6
Molecular formula: CH8NO3
Method: DFT, the ωB97M-V functional and the def2-TZVPD basis

Its relative energy (zero: lowest compared OMol25 entry of this formula, charge and spin) is 59.2 kJ/mol. The calculation puts the HOMO energy at -3.512 eV. The net charge is -1. The gap between HOMO and LUMO is 7.777 eV. The calculation puts the lowest unoccupied orbital energy at 4.27 eV.

Structure (XYZ):
```
13
Properties=species:S:1:pos:R:3:forces:R:3
N 1.88388 0.20589 0.09235 -1.268 -0.590 -0.960
C 0.46275 -0.09430 0.66441 1.413 1.741 0.446
O -0.56378 0.05201 -0.17287 -0.276 -0.455 -0.287
H 1.66552 0.95247 -0.56688 0.190 0.625 0.296
H 1.95659 -0.51530 -0.63407 0.344 -0.288 0.303
H 0.43535 0.72279 1.45715 -0.091 -0.846 0.131
H 0.66575 -1.08389 1.12987 -0.635 0.018 0.081
H -2.24623 -0.45377 1.19463 0.275 -0.558 -0.178
H -1.75167 -0.55782 2.58333 -0.378 -0.529 -0.240
O -2.39515 -1.00037 1.99663 0.361 1.016 0.253
H -0.19014 0.61308 -1.77637 -0.057 -0.504 0.591
H -0.21283 0.36606 -3.34743 0.429 0.396 0.990
O 0.28996 0.79314 -2.62075 -0.307 -0.026 -1.426
```
Forces are in eV/Å.